[1]
C2H20BeO8 | wB97M-V/def2-TZVPD

```
31
Properties=species:S:1:pos:R:3
Be 0.6863 0.0487 0.1113
C -3.5218 -0.6658 -0.6797
C -2.9773 0.1796 0.4563
O -1.7183 -0.3541 0.7124
H -2.8779 -0.7554 -1.5547
H -4.4883 -0.2385 -0.9466
H -3.7127 -1.6948 -0.3751
H -3.6292 0.0511 1.3204
H -3.0421 1.2286 0.1672
H -1.8807 -1.1325 1.2502
O 1.9450 2.0808 -0.9582
H 2.8227 2.0012 -1.3316
H 1.9393 2.9416 -0.5397
O 0.6461 -1.0902 2.4082
H 1.3391 -1.1786 3.0625
H -0.0492 -1.6721 2.7149
O -0.0699 -2.3384 -0.4586
H 0.3607 -2.9370 -1.0688
H -1.0029 -2.5311 -0.5514
O 2.7251 -1.0306 -1.1273
H 3.6385 -0.7444 -1.1174
H 2.5997 -1.4025 -2.0004
O -0.0485 0.3375 -2.3019
H 0.7003 0.7190 -2.7601
H -0.7509 0.3328 -2.9523
O 2.9514 0.6857 1.2616
H 3.7316 0.7725 0.7139
H 3.2816 0.7321 2.1588
O 0.1775 2.2071 1.2832
H 0.7052 2.9974 1.1683
H -0.4804 2.4505 1.9345
```

2S+1 = 2
<S²> = 0.75
E_LUMO (alpha / beta) = -2.55 / -3.20 eV
Orbital gap (alpha / beta) = 5.81 / 10.15 eV
HOMO level (alpha / beta) = -0.3070 / -0.4904 Eh
Charge = +1

Löwdin population analysis, charges in e, atoms 1 to 8:
1. Be 0.796
2. C -0.083
3. C -0.301
4. O -0.143
5. H 0.070
6. H 0.082
7. H 0.077
8. H 0.122

=====

[2]
C5H18NO3 | wB97M-V/def2-TZVPD

```
27
Properties=species:S:1:pos:R:3
C 0.7887 0.3958 2.1994
C -0.1576 0.8950 1.1186
N -0.3805 -0.0037 -0.0925
C -1.7192 -0.6917 0.0608
C -2.5333 0.1969 0.9785
C -1.5892 1.3219 1.5291
H 1.6079 -0.3282 1.8695
H 0.3657 -0.2762 2.9264
H 1.4049 1.2143 2.5933
H 0.2211 1.8579 0.6701
H 0.3471 -0.7421 0.1794
H -0.1304 0.2983 -1.0508
H -2.2726 -0.6417 -0.9162
H -1.4224 -1.6869 0.3411
H -3.4793 0.7433 0.9909
H -2.8251 -0.6232 1.6519
H -1.4489 1.4448 2.6396
H -1.7088 2.2741 1.0456
H 1.7568 -2.4178 -0.8834
H 0.9108 -2.9887 0.1623
O 1.2238 -2.1301 -0.1439
H -0.0215 2.0863 -2.3769
H 0.2574 0.9363 -3.3599
O 0.3596 1.1909 -2.4532
H 2.8765 0.0753 -1.4984
H 3.6161 -0.8706 -2.3150
O 2.6751 -0.6808 -2.0507
```

E_LUMO = -2.76 eV
Orbital gap = 11.55 eV
HOMO level = -0.5259 Eh
Energy above the lowest of the compared OMol25 structures with the same formula, charge and spin = 164.73 kJ/mol
Charge = +1

Löwdin population analysis, charges in e, atoms 1 to 8:
1. C -0.038
2. C -0.315
3. N 0.048
4. C -0.102
5. C -0.140
6. C -0.111
7. H 0.098
8. H 0.083

=====

[3]
C19H46N6O5P | wB97M-V/def2-TZVPD

```
77
Properties=species:S:1:pos:R:3
C 0.9036 -1.9636 0.9683
C 0.7915 -0.7329 0.0713
C -0.5274 -0.0084 0.3307
O -1.6543 -0.5643 -0.3064
C -1.5266 -0.7703 -1.6817
C -1.7938 0.5091 -2.5231
N -1.8936 1.7257 -1.7090
C -0.2774 -1.5955 -2.0311
P -0.0236 -1.9282 -3.8282
N 1.1886 -2.9179 -3.9935
N 0.9972 -1.2065 -1.3437
C 1.9552 -0.3074 -2.0797
C 1.4791 1.1136 -2.3273
C 2.6736 2.0759 -2.2904
C 3.1415 2.3747 -0.8746
O 3.8920 3.5720 -0.8355
H 0.8206 -1.6166 1.9877
H 0.1383 -2.6900 0.7261
H 1.9036 -2.3763 0.8612
H 1.5806 -0.0553 0.3622
H -0.4668 1.0559 0.1356
H -0.7156 -0.1049 1.3914
H -2.3379 -1.4529 -1.9125
H -1.0454 0.6917 -3.2816
H -2.7263 0.3561 -3.0603
H -2.8416 1.9085 -1.4156
H -1.5320 2.5124 -2.2288
H -0.5004 -2.5933 -1.6619
H 0.1227 -0.7183 -4.5279
H -1.2620 -2.4853 -4.1922
H 1.8864 -2.5489 -4.6303
H 1.5047 -2.0888 -1.2461
H 2.2943 -0.7808 -2.9864
H 2.8313 -0.2576 -1.4466
H 1.0376 1.2129 -3.3102
H 0.7665 1.4591 -1.5851
H 2.3713 3.0053 -2.7528
H 3.5030 1.6657 -2.8585
H 2.2799 2.4306 -0.2075
H 3.7562 1.5500 -0.5063
H 3.4481 4.1432 -0.1874
C -2.1109 -6.6274 1.4519
C -1.1209 -5.5003 1.5981
O -0.8047 -4.7926 0.6462
N -0.5875 -5.2934 2.8245
C -0.8465 -6.0256 4.0540
H -2.4436 -6.6649 0.4199
H -1.6484 -7.5809 1.7068
H -2.9757 -6.4649 2.0955
H 0.0692 -4.5303 2.8582
H -1.2411 -5.3501 4.8132
H 0.0785 -6.4664 4.4263
H -1.5663 -6.8177 3.8855
C -4.5827 -1.4158 0.8142
C -5.6125 -0.7921 1.7279
O -5.4720 -0.7853 2.9380
N -6.7088 -0.2305 1.1507
C -7.0435 -0.1485 -0.2584
H -3.7768 -1.8132 1.4221
H -5.0228 -2.2312 0.2373
H -4.1703 -0.6692 0.1359
H -7.3524 0.1678 1.8166
H -7.1427 0.8957 -0.5608
H -7.9910 -0.6540 -0.4498
H -6.2741 -0.6155 -0.8639
C 5.1216 5.0585 1.7587
C 4.0418 6.1040 1.8509
O 2.8646 5.8017 1.6871
N 4.4072 7.3822 2.0966
C 5.7438 7.9115 2.3046
H 4.6387 4.1083 1.5654
H 5.8027 5.2769 0.9357
H 5.6896 4.9771 2.6857
H 3.6297 8.0231 2.1351
H 5.8121 8.3749 3.2893
H 5.9672 8.6659 1.5497
H 6.4853 7.1233 2.2388
```

E_LUMO = -2.09 eV
Orbital gap = 9.16 eV
HOMO level = -0.4135 Eh
Charge = +1

Löwdin population analysis, charges in e, atoms 1 to 8:
1. C -0.012
2. C -0.251
3. C -0.136
4. O -0.080
5. C -0.314
6. C -0.199
7. N 0.028
8. C -0.288

=====

[4]
C4H5N3O | wB97M-V/def2-TZVPD

```
13
Properties=species:S:1:pos:R:3
C -1.6607 -0.2268 -0.3168
C 0.1471 -0.5782 0.2547
C 1.6046 -0.3253 0.5380
C -0.3370 0.7685 -0.2777
H -1.4560 -1.7143 1.6397
H -0.0283 -1.4278 -0.3870
H 2.4059 -0.6149 1.3161
H 0.8849 1.9148 -1.6925
H -0.4475 1.4116 0.6960
N -1.1628 -0.7880 0.7969
N 1.9295 0.4531 -0.5203
N 0.8314 0.9557 -1.1371
O -2.7109 0.1713 -0.9097
```

E_LUMO = 0.25 eV
Orbital gap = 9.08 eV
HOMO level = -0.3246 Eh
Energy above the lowest of the compared OMol25 structures with the same formula, charge and spin = 795.43 kJ/mol

Löwdin population analysis, charges in e, atoms 1 to 8:
1. C -0.376
2. C -0.375
3. C -0.055
4. C -0.124
5. H 0.295
6. H 0.138
7. H 0.124
8. H 0.189

=====

Please write out number 2 again, unchanged.
C5H18NO3 | wB97M-V/def2-TZVPD

```
27
Properties=species:S:1:pos:R:3
C 0.7887 0.3958 2.1994
C -0.1576 0.8950 1.1186
N -0.3805 -0.0037 -0.0925
C -1.7192 -0.6917 0.0608
C -2.5333 0.1969 0.9785
C -1.5892 1.3219 1.5291
H 1.6079 -0.3282 1.8695
H 0.3657 -0.2762 2.9264
H 1.4049 1.2143 2.5933
H 0.2211 1.8579 0.6701
H 0.3471 -0.7421 0.1794
H -0.1304 0.2983 -1.0508
H -2.2726 -0.6417 -0.9162
H -1.4224 -1.6869 0.3411
H -3.4793 0.7433 0.9909
H -2.8251 -0.6232 1.6519
H -1.4489 1.4448 2.6396
H -1.7088 2.2741 1.0456
H 1.7568 -2.4178 -0.8834
H 0.9108 -2.9887 0.1623
O 1.2238 -2.1301 -0.1439
H -0.0215 2.0863 -2.3769
H 0.2574 0.9363 -3.3599
O 0.3596 1.1909 -2.4532
H 2.8765 0.0753 -1.4984
H 3.6161 -0.8706 -2.3150
O 2.6751 -0.6808 -2.0507
```

E_LUMO = -2.76 eV
Orbital gap = 11.55 eV
HOMO level = -0.5259 Eh
Energy above the lowest of the compared OMol25 structures with the same formula, charge and spin = 164.73 kJ/mol
Charge = +1

Löwdin population analysis, charges in e, atoms 1 to 8:
1. C -0.038
2. C -0.315
3. N 0.048
4. C -0.102
5. C -0.140
6. C -0.111
7. H 0.098
8. H 0.083